1.
Formula: C42H60As3Br2N8P2Se2V
Source: the Open Molecules 2025 dataset
Level of theory: the ωB97M-V functional and the def2-TZVPD basis

```
120
C42H60As3Br2N8P2Se2V | the Open Molecules 2025 dataset | the ωB97M-V functional and the def2-TZVPD basis
V 0.580 -0.605 -1.656
C 5.664 1.374 -2.645
N 4.223 1.519 -2.580
C 3.638 2.732 -3.120
C 3.397 0.536 -2.119
N 2.117 0.555 -2.263
N 3.996 -0.521 -1.452
C 3.329 -1.406 -0.625
N 4.139 -2.122 0.214
N 2.065 -1.621 -0.733
H 6.062 2.158 -3.286
H 5.947 0.414 -3.082
H 6.130 1.477 -1.659
H 4.399 3.506 -3.167
H 2.845 3.097 -2.465
H 3.232 2.577 -4.125
H 1.787 1.344 -2.808
H 5.000 -0.490 -1.345
H 5.053 -1.765 0.440
H 3.687 -2.577 0.995
H 1.723 -2.254 -0.013
Se -1.317 5.268 -0.821
P -0.997 4.174 0.938
C 0.252 4.956 1.986
C 1.576 4.545 1.939
C 2.536 5.251 2.640
C 2.173 6.363 3.382
C 0.855 6.791 3.403
C -0.104 6.101 2.690
C -2.516 4.008 1.938
C -3.700 3.733 1.263
C -4.888 3.630 1.964
C -4.900 3.817 3.337
C -3.722 4.099 4.008
C -2.528 4.192 3.316
C -0.441 2.511 0.522
C -0.063 1.290 1.111
N -0.053 0.385 0.118
N -0.379 0.997 -0.988
N -0.602 2.261 -0.788
P 0.334 0.593 2.723
Se 1.791 -0.906 2.544
C -1.266 -0.046 3.309
C -2.445 0.643 3.037
C -3.656 0.122 3.452
C -3.700 -1.094 4.119
C -2.526 -1.779 4.388
C -1.310 -1.259 3.984
C 0.859 1.880 3.886
C -0.045 2.443 4.775
C 0.406 3.347 5.718
C 1.750 3.667 5.795
C 2.655 3.088 4.919
C 2.211 2.196 3.962
H 1.844 3.674 1.352
H 3.569 4.941 2.601
H 2.922 6.912 3.930
H 0.576 7.671 3.962
H -1.130 6.442 2.667
H -3.684 3.610 0.188
H -5.801 3.416 1.432
H -5.830 3.754 3.882
H -3.727 4.258 5.076
H -1.610 4.406 3.843
H -2.419 1.572 2.485
H -4.564 0.668 3.251
H -4.649 -1.507 4.427
H -2.553 -2.720 4.913
H -0.393 -1.797 4.181
H -1.087 2.160 4.746
H -0.297 3.786 6.408
H 2.097 4.348 6.557
H 3.707 3.322 4.994
H 2.913 1.718 3.290
Br -3.209 1.514 -2.752
C -1.746 2.518 -3.480
Br -0.490 1.308 -4.310
H -1.249 3.021 -2.651
H -2.119 3.203 -4.234
C -3.186 -2.171 -2.708
As -1.711 -1.674 -1.483
C -2.826 -1.204 0.052
C -1.084 -3.380 -0.716
C -0.503 -4.487 -1.632
C 0.788 -5.023 -1.006
C -0.200 -3.983 -3.047
As 0.969 -2.402 -3.296
C 0.551 -2.151 -5.198
C 2.717 -3.280 -3.573
C -1.547 -5.616 -1.687
As -1.607 -7.202 -2.926
C -1.936 -6.325 -4.670
C 0.278 -7.711 -3.241
H -3.587 -3.152 -2.458
H -2.854 -2.162 -3.747
H -3.976 -1.424 -2.600
H -3.651 -1.918 0.137
H -3.242 -0.201 -0.065
H -2.230 -1.240 0.967
H -1.899 -3.794 -0.106
H -0.313 -3.042 -0.009
H 1.561 -4.251 -1.028
H 1.153 -5.880 -1.565
H 0.614 -5.329 0.024
H -1.143 -3.731 -3.545
H 0.272 -4.793 -3.611
H 0.741 -3.064 -5.769
H 1.161 -1.335 -5.593
H -0.495 -1.864 -5.315
H 2.581 -4.230 -4.096
H 3.230 -3.463 -2.629
H 3.342 -2.631 -4.190
H -2.535 -5.165 -1.843
H -1.583 -6.062 -0.686
H -2.754 -5.612 -4.580
H -2.244 -7.090 -5.381
H -1.065 -5.818 -5.080
H 0.736 -8.070 -2.322
H 0.886 -6.914 -3.663
H 0.272 -8.541 -3.947
```

The multiplicity is 2. The calculation puts the total energy at -554003.4676 eV. The calculation puts the orbital gap (spin up / spin down) at 6.86 / 6.31 eV. The net charge is +1.

---

2.
Formula: C42H61BrGeNO3PSeZn
Source: the Open Molecules 2025 dataset
Level of theory: the ωB97M-V functional and the def2-TZVPD basis

```
112
C42H61BrGeNO3PSeZn | the Open Molecules 2025 dataset | the ωB97M-V functional and the def2-TZVPD basis
Zn 0.450 1.822 -0.503
N 2.582 1.697 -0.558
C 3.446 2.841 -0.762
C 4.809 2.557 -0.838
C 5.766 3.547 -0.924
C 5.337 4.864 -0.890
C 3.986 5.143 -0.846
C 2.975 4.164 -0.847
C 1.529 4.621 -0.958
C 1.319 5.987 -1.231
C 0.059 6.555 -1.278
C -1.056 5.758 -1.078
C -0.868 4.398 -0.895
C 0.394 3.787 -0.837
H 2.523 1.494 0.453
H 3.013 0.878 -0.958
H 5.115 1.515 -0.797
H 6.818 3.297 -0.976
H 6.051 5.679 -0.900
H 3.712 6.184 -0.804
H 2.148 6.643 -1.448
H -0.042 7.615 -1.483
H -2.055 6.184 -1.095
H -1.749 3.776 -0.817
Br 1.109 -1.136 4.603
C 0.214 0.534 4.775
C -0.316 0.808 6.028
C -1.022 1.982 6.240
C -1.217 2.872 5.195
C -0.703 2.578 3.942
C 0.035 1.417 3.711
C 0.577 1.231 2.310
O 1.751 0.869 2.138
O -0.245 1.555 1.390
H -0.175 0.099 6.833
H -1.426 2.193 7.223
H -1.773 3.788 5.352
H -0.858 3.252 3.109
C -6.414 2.878 1.141
Ge -4.618 2.123 1.055
C -4.505 0.593 2.253
C -3.238 3.403 1.532
C -4.384 1.551 -0.809
Se -2.527 1.143 -1.167
C -2.712 0.050 -2.759
H -6.701 3.086 2.174
H -7.130 2.168 0.722
H -6.472 3.807 0.571
H -4.882 0.883 3.236
H -3.466 0.268 2.364
H -5.102 -0.245 1.888
H -3.296 3.636 2.597
H -3.339 4.329 0.963
H -2.255 2.969 1.329
H -4.728 2.328 -1.491
H -4.965 0.643 -0.981
H -3.482 -0.699 -2.591
H -1.751 -0.441 -2.912
H -2.956 0.659 -3.624
O 0.490 -0.228 -0.939
P 0.754 -1.667 -0.516
C 2.538 -1.762 -0.110
C 3.074 -2.845 0.845
C 3.498 -4.141 0.160
C 4.521 -3.854 -0.940
C 3.953 -2.879 -1.970
C 3.478 -1.575 -1.325
C -0.063 -2.098 1.060
C -0.292 -3.598 1.353
C -1.603 -4.173 0.794
C -2.809 -3.318 1.174
C -2.594 -1.879 0.712
C -1.343 -1.291 1.359
C 0.146 -2.699 -1.897
C 0.494 -4.196 -1.961
C -0.359 -4.874 -3.036
C -0.123 -4.229 -4.401
C -0.382 -2.724 -4.357
C 0.438 -2.040 -3.260
H 2.536 -0.832 0.468
H 2.366 -3.039 1.650
H 3.959 -2.417 1.329
H 2.627 -4.645 -0.269
H 3.922 -4.822 0.902
H 4.835 -4.779 -1.429
H 5.415 -3.414 -0.483
H 3.123 -3.356 -2.493
H 4.702 -2.649 -2.731
H 3.000 -0.950 -2.085
H 4.365 -1.035 -0.972
H 0.702 -1.734 1.752
H -0.328 -3.689 2.445
H 0.555 -4.206 1.028
H -1.720 -5.197 1.161
H -1.566 -4.237 -0.297
H -2.940 -3.329 2.263
H -3.719 -3.737 0.737
H -3.460 -1.255 0.944
H -2.489 -1.858 -0.381
H -1.474 -1.311 2.450
H -1.213 -0.248 1.079
H -0.938 -2.615 -1.737
H 0.365 -4.694 -1.003
H 1.541 -4.313 -2.238
H -1.418 -4.780 -2.765
H -0.134 -5.942 -3.074
H -0.754 -4.700 -5.158
H 0.917 -4.403 -4.700
H -1.447 -2.547 -4.165
H -0.154 -2.271 -5.324
H 0.216 -0.975 -3.219
H 1.504 -2.135 -3.496
```

The calculation puts the total energy at -301792.4339 eV. The calculation puts the orbital gap at 8.15 eV. The net charge is 0.